No. 1
{"formula": "C4H5NO", "method": "wB97M-V/def2-TZVPD", "smiles": "Cc1ccno1", "total_energy_ha": -285.31700, "e_lumo_ev": 0.927, "orbital_gap_ev": 10.65, "charge": 0, "elements": ["C", "C", "C", "C", "N", "O", "H", "H", "H", "H", "H"], "xyz": [[1.206, -1.334, 0.318], [0.108, -0.293, 0.196], [-1.061, 0.287, 0.545], [-1.261, 1.489, -0.427], [-0.280, 1.591, -1.255], [0.616, 0.633, -1.034], [2.125, -0.808, 0.601], [1.111, -2.211, 0.976], [1.356, -1.704, -0.702], [-1.839, 0.117, 1.304], [-2.082, 2.233, -0.522]], "atomic_forces_ev_per_a": [[-0.2, 0.4, -0.1], [0.6, 2.3, -2.6], [-0.1, 1.6, -1.5], [0.3, -1.2, 0.9], [-0.5, 0.0, 0.4], [-0.8, -2.3, 2.6], [-0.2, -0.1, 0.0], [-0.6, 0.6, -0.1], [0.0, 0.0, 0.2], [0.9, -0.4, -0.4], [0.6, -0.9, 0.4]], "lowdin_charge": [-0.04, -0.15, -0.01, -0.13, -0.03, -0.11, 0.08, 0.08, 0.08, 0.10, 0.11]}

No. 2
{"formula": "C24H23CsFN3O6S2", "method": "wB97M-V/def2-TZVPD", "total_energy_ha": -2460.50706, "e_lumo_ev": 3.484, "orbital_gap_ev": 4.58, "charge": -2, "elements": ["Cs", "S", "C", "C", "C", "C", "C", "C", "C", "C", "C", "N", "H", "H", "H", "H", "H", "H", "C", "C", "C", "C", "C", "C", "C", "F", "C", "C", "C", "O", "C", "C", "N", "C", "C", "O", "O", "H", "H", "H", "H", "H", "H", "H", "H", "H", "H", "H", "C", "S", "O", "O", "O", "H", "H", "H", "N", "H", "H", "H"], "xyz": [[0.183, -1.045, 1.057], [5.481, 2.056, -0.025], [5.588, 0.345, -0.001], [4.381, -0.284, -0.066], [3.242, 0.582, -0.148], [3.610, 1.874, -0.136], [2.846, 3.107, -0.161], [3.423, 4.342, 0.204], [2.657, 5.487, 0.195], [1.318, 5.408, -0.167], [0.831, 4.157, -0.515], [1.551, 3.045, -0.529], [6.574, -0.103, 0.053], [4.305, -1.366, -0.058], [4.462, 4.368, 0.504], [3.094, 6.441, 0.473], [0.675, 6.279, -0.171], [-0.210, 4.048, -0.812], [-1.773, -7.848, 1.056], [-2.972, -7.417, 0.204], [-4.258, -7.737, 0.955], [-5.469, -7.148, 0.247], [-5.291, -5.658, 0.158], [-6.363, -4.795, 0.245], [-6.152, -3.427, 0.150], [-7.231, -2.610, 0.241], [-4.906, -2.897, -0.034], [-3.803, -3.754, -0.124], [-2.459, -3.164, -0.325], [-2.287, -1.949, -0.284], [-1.429, -4.138, -0.613], [-1.693, -5.452, -0.515], [-2.905, -5.988, -0.125], [-3.992, -5.144, -0.015], [0.047, -3.717, -0.810], [0.549, -3.863, -1.930], [0.546, -3.333, 0.271], [-1.960, -8.837, 1.477], [-1.626, -7.138, 1.871], [-0.851, -7.892, 0.480], [-2.967, -7.992, -0.733], [-4.191, -7.316, 1.963], [-4.344, -8.821, 1.050], [-6.387, -7.385, 0.787], [-5.556, -7.578, -0.756], [-7.368, -5.178, 0.370], [-4.740, -1.831, -0.111], [-0.922, -6.173, -0.749], [1.719, 2.053, 3.246], [0.237, 1.033, 3.364], [-0.472, 1.211, 2.098], [-0.493, 1.536, 4.521], [0.717, -0.342, 3.524], [1.415, 3.082, 3.428], [2.134, 1.933, 2.247], [2.418, 1.707, 4.004], [-2.707, 2.290, 0.221], [-2.565, 2.363, 1.224], [-1.766, 2.334, -0.156], [-2.986, 1.326, 0.073]], "atomic_forces_ev_per_a": [[0.4, 0.6, -1.4], [-0.6, -0.1, 0.0], [0.3, 0.0, 0.0], [0.2, 0.2, 0.0], [-0.8, -0.2, 0.1], [1.1, -0.1, 0.0], [-0.2, 0.2, 0.0], [-0.1, -0.1, 0.0], [0.1, 0.0, 0.0], [0.0, 0.0, 0.0], [0.0, 0.0, 0.0], [0.1, 0.0, 0.0], [-0.1, -0.1, 0.0], [0.0, 0.0, 0.0], [0.0, 0.1, 0.0], [0.0, 0.0, 0.0], [0.0, 0.0, 0.0], [0.0, 0.0, 0.0], [0.0, 0.1, -0.1], [0.1, -0.2, 0.1], [-0.1, 0.1, -0.1], [0.1, 0.0, 0.1], [-0.2, 0.0, 0.0], [0.1, -0.1, 0.0], [0.1, 0.1, 0.0], [-0.1, 0.0, 0.0], [0.0, 0.0, 0.0], [-0.2, -0.2, 0.1], [-0.1, 0.0, -0.1], [-0.3, -0.2, -0.1], [0.4, 0.1, 0.0], [-0.3, 0.0, 0.0], [0.1, -0.1, -0.1], [0.0, 0.2, 0.0], [-0.2, -0.5, -0.1], [-0.1, 0.0, 0.0], [0.4, -2.2, -0.9], [0.0, 0.0, 0.0], [0.0, 0.0, 0.0], [0.0, 0.0, 0.0], [0.0, 0.0, 0.0], [0.0, 0.0, 0.0], [0.0, 0.0, 0.0], [0.0, 0.0, 0.0], [0.0, 0.0, 0.0], [0.0, 0.0, 0.0], [0.0, 0.0, 0.0], [0.0, 0.0, 0.1], [-0.5, -0.3, -0.1], [0.2, 0.9, 1.0], [-0.5, 1.4, 0.7], [0.0, 0.0, 0.0], [0.2, 0.3, 1.0], [0.1, 0.0, -0.1], [0.1, 0.0, 0.0], [0.0, 0.1, 0.0], [-0.1, 0.1, -0.1], [0.1, -0.1, 0.0], [0.1, 0.0, 0.0], [0.0, -0.1, 0.0]], "lowdin_charge": [1.54, 0.82, -0.52, -0.26, -0.16, -0.50, -0.33, -0.07, -0.11, -0.11, -0.16, 0.13, 0.03, 0.07, 0.06, 0.09, 0.08, 0.09, -0.05, -0.32, -0.16, -0.14, -0.15, 0.03, -0.27, 0.04, 0.07, -0.04, -0.33, -0.05, -0.03, 0.01, 0.00, -0.09, -0.73, -0.01, -0.37, 0.08, 0.10, 0.07, 0.15, 0.13, 0.11, 0.11, 0.12, 0.12, 0.13, 0.14, -0.13, 0.27, -0.64, -0.39, -0.60, 0.05, 0.03, 0.05, 0.02, -0.01, -0.01, -0.01]}

No. 3
{"formula": "C24H59MnO15P2", "method": "wB97M-V/def2-TZVPD", "total_energy_ha": -3911.99676, "spin_multiplicity": 6, "e_lumo_ev": [-3.453, -3.844], "orbital_gap_ev": [7.66, 7.28], "charge": 1, "elements": ["Mn", "O", "H", "C", "O", "C", "C", "O", "C", "C", "O", "C", "H", "H", "H", "H", "H", "H", "H", "H", "H", "H", "H", "H", "H", "H", "C", "O", "C", "C", "O", "C", "C", "O", "C", "H", "H", "H", "H", "H", "H", "H", "H", "H", "H", "H", "H", "H", "H", "C", "C", "O", "P", "O", "O", "C", "C", "O", "C", "C", "H", "H", "H", "H", "H", "H", "H", "H", "H", "H", "H", "H", "H", "H", "H", "C", "C", "O", "P", "O", "O", "C", "C", "O", "C", "C", "H", "H", "H", "H", "H", "H", "H", "H", "H", "H", "H", "H", "H", "H", "H"], "xyz": [[14.988, 13.817, 2.406], [14.197, 13.302, 4.218], [13.981, 13.502, 5.149], [15.878, 9.823, 8.071], [14.574, 9.900, 7.646], [14.131, 11.237, 7.566], [12.691, 11.393, 6.868], [11.628, 10.676, 7.484], [11.641, 9.276, 7.364], [10.407, 8.548, 7.963], [9.411, 8.671, 7.012], [8.212, 8.037, 7.355], [16.141, 8.765, 8.055], [15.967, 10.091, 9.124], [16.637, 10.415, 7.559], [14.831, 11.925, 7.092], [14.135, 11.680, 8.562], [12.691, 11.082, 5.823], [12.407, 12.443, 6.950], [12.556, 8.889, 7.813], [11.699, 8.979, 6.317], [10.162, 9.020, 8.914], [10.698, 7.531, 8.224], [7.624, 7.771, 6.478], [7.595, 8.662, 8.001], [8.356, 7.126, 7.936], [17.630, 13.675, 7.810], [17.757, 14.208, 6.440], [17.561, 13.264, 5.314], [17.798, 13.994, 4.044], [16.682, 14.669, 3.540], [16.226, 15.776, 4.340], [15.169, 16.656, 3.583], [14.362, 15.795, 2.849], [13.211, 16.441, 2.262], [16.808, 12.964, 7.902], [17.500, 14.562, 8.430], [18.589, 13.268, 8.128], [16.613, 12.726, 5.311], [18.312, 12.478, 5.394], [18.198, 13.292, 3.311], [18.654, 14.669, 4.013], [17.113, 16.393, 4.477], [15.804, 15.388, 5.267], [15.562, 17.441, 2.936], [14.593, 17.066, 4.412], [12.704, 17.110, 2.957], [12.502, 15.698, 1.898], [13.509, 17.009, 1.381], [11.625, 15.859, 5.827], [11.816, 16.324, 7.278], [12.122, 15.155, 8.113], [11.621, 15.206, 9.648], [10.162, 15.333, 9.875], [12.480, 16.420, 10.321], [13.843, 16.278, 10.680], [14.701, 15.853, 9.495], [12.381, 13.895, 10.302], [11.757, 12.640, 10.527], [11.070, 12.486, 11.885], [11.015, 14.962, 5.722], [11.094, 16.619, 5.252], [12.539, 15.673, 5.264], [12.605, 17.077, 7.293], [10.938, 16.764, 7.752], [14.099, 17.290, 10.992], [13.879, 15.544, 11.486], [15.735, 15.919, 9.833], [14.485, 14.822, 9.216], [14.374, 16.500, 8.681], [11.073, 12.396, 9.715], [12.482, 11.830, 10.608], [10.803, 11.452, 12.105], [11.735, 12.841, 12.671], [10.125, 13.028, 11.838], [13.998, 11.209, -1.851], [13.477, 10.690, -0.508], [12.194, 11.231, -0.246], [12.032, 12.430, 0.863], [13.310, 12.945, 1.364], [11.055, 13.483, 0.071], [11.510, 14.138, -1.076], [10.239, 14.618, -1.719], [11.105, 11.715, 1.954], [11.621, 11.104, 3.134], [12.477, 9.817, 2.916], [13.924, 12.296, -1.884], [15.032, 10.877, -1.948], [13.492, 10.756, -2.704], [13.347, 9.608, -0.511], [14.192, 10.876, 0.294], [12.039, 15.061, -0.839], [12.160, 13.606, -1.771], [10.426, 15.067, -2.694], [9.570, 13.788, -1.947], [9.719, 15.351, -1.101], [12.221, 11.862, 3.638], [10.807, 10.711, 3.743], [11.863, 9.013, 2.507], [13.282, 9.989, 2.201], [12.877, 9.363, 3.822]], "atomic_forces_ev_per_a": [[-1.7, -0.6, 2.6], [0.3, -0.1, -0.5], [0.3, -0.1, -1.0], [1.0, -1.1, 1.4], [-0.7, 0.9, -1.3], [-1.8, 0.5, -0.2], [0.9, -1.1, 1.1], [-0.4, 0.7, 0.7], [0.5, -1.1, 0.3], [1.7, 1.7, 0.0], [-0.6, -0.4, -0.6], [-0.7, -0.2, 0.6], [0.3, 0.0, -0.3], [-0.1, 0.3, 0.4], [-0.2, 0.1, -0.6], [0.3, -0.3, -1.0], [-0.6, -0.2, 0.5], [0.6, 0.1, -0.2], [0.1, 0.1, -0.1], [-0.1, -0.1, 0.3], [-0.1, 0.0, -0.4], [-0.3, 0.3, 0.2], [-0.1, -0.4, -0.4], [0.3, 0.2, -0.2], [-0.1, 0.3, 0.0], [0.4, -0.3, -0.1], [0.6, 0.9, -1.4], [-0.9, -1.2, -0.3], [1.2, 0.4, 2.3], [1.4, -0.3, -0.5], [-1.4, 0.4, -1.6], [0.1, 0.7, -0.9], [1.1, -0.9, 1.5], [-1.5, -0.1, -1.3], [0.0, 0.0, -0.6], [0.0, 0.1, 0.1], [-0.4, -0.1, 0.0], [-0.1, -0.5, -0.2], [-0.5, 0.4, 0.1], [0.3, -0.1, 0.0], [-0.9, -0.4, -0.4], [0.0, 0.5, 1.0], [-0.1, 0.1, 0.6], [0.2, 0.1, -0.1], [0.3, 0.0, 0.1], [-0.2, 0.5, -0.2], [0.2, -0.2, 0.2], [0.2, -0.3, 0.4], [0.2, 0.2, 0.1], [-0.5, 0.1, 0.0], [-0.4, -0.9, -0.2], [0.1, 0.4, 0.2], [0.5, -0.4, 1.6], [1.7, -0.1, -0.5], [-2.0, -1.2, -1.1], [0.2, -0.2, -0.2], [-0.6, -0.1, 0.8], [-0.5, 1.7, -0.8], [-0.8, -1.7, 0.7], [-0.6, 0.9, -0.5], [0.0, -0.1, 0.4], [-0.1, 0.3, 0.1], [0.4, -0.1, 0.4], [0.3, -0.2, 0.4], [-0.3, 0.2, -0.6], [0.3, -0.2, 0.3], [0.3, 0.3, 0.2], [0.1, 0.3, -0.6], [0.1, 0.0, 0.0], [0.8, 0.1, -0.2], [0.0, 0.0, 0.0], [0.8, 0.5, -0.9], [0.3, -0.1, -0.3], [-0.2, 0.1, 0.1], [0.1, 0.3, 0.5], [0.2, -0.7, 0.5], [0.6, -0.6, -0.9], [-0.2, 2.1, 1.5], [-3.2, -2.5, -1.8], [1.7, 1.0, 0.2], [1.7, -2.6, 3.1], [-0.4, 2.0, -1.3], [-0.5, -0.1, -1.2], [0.2, 1.4, -1.8], [1.5, -1.4, 1.2], [-0.5, 0.3, -1.0], [0.2, -0.1, -0.1], [0.2, 0.3, 0.0], [-0.3, 0.2, 0.1], [0.0, 0.0, -0.2], [-0.1, 0.4, 0.1], [0.5, -0.1, 0.6], [-0.3, -0.7, 0.3], [0.2, 0.2, 0.0], [-0.1, -0.1, 0.3], [0.1, -0.2, 0.1], [-0.1, -0.1, 0.3], [-0.4, 0.9, -0.1], [-0.2, 0.1, -0.3], [0.2, 0.0, 0.2], [0.1, 0.7, 0.3]], "lowdin_spin": [4.72, 0.13, 0.01, 0.00, 0.00, 0.00, 0.00, 0.00, 0.00, 0.00, 0.00, 0.00, 0.00, 0.00, 0.00, 0.00, 0.00, 0.00, 0.00, 0.00, 0.00, 0.00, 0.00, 0.00, 0.00, 0.00, 0.00, 0.00, 0.00, 0.01, 0.03, 0.00, 0.00, 0.04, 0.01, 0.00, 0.00, 0.00, 0.00, 0.00, 0.00, 0.00, 0.00, 0.00, 0.00, 0.00, 0.00, 0.00, 0.00, 0.00, 0.00, 0.00, 0.00, 0.00, 0.00, 0.00, 0.00, 0.00, 0.00, 0.00, 0.00, 0.00, 0.00, 0.00, 0.00, 0.00, 0.00, 0.00, 0.00, 0.00, 0.00, 0.00, 0.00, 0.00, 0.00, 0.00, 0.00, 0.00, 0.01, 0.04, 0.00, 0.00, 0.00, 0.00, 0.00, 0.00, 0.00, 0.00, 0.00, 0.00, 0.00, 0.00, 0.00, 0.00, 0.00, 0.00, 0.00, 0.00, 0.00, 0.00, 0.00]}

Energy relative to the best compared isomer or geometry (same formula, charge and spin) list, top to bottom, in eV: 2.6554; 2.0123; 1.3631